*i*
{
  "formula": "C11H14N2",
  "method": "ωB97M-V/def2-TZVPD",
  "smiles": "Cc1c[nH]cn1.Cc1ccccc1",
  "e_homo_ev": -8.4,
  "elements": ["C", "C", "C", "C", "N", "N", "H", "H", "H", "H", "H", "H", "C", "C", "C", "C", "C", "C", "C", "H", "H", "H", "H", "H", "H", "H", "H"],
  "xyz": [[-2.069, 0.569, -3.452], [-0.707, -2.139, -1.586], [-1.206, -0.355, -2.670], [0.157, -0.422, -2.654], [-1.722, -1.412, -1.957], [0.473, -1.544, -1.917], [-0.716, -3.141, -1.200], [1.410, -1.683, -1.583], [0.929, 0.292, -2.870], [-3.120, 0.523, -3.184], [-1.996, 0.324, -4.515], [-1.756, 1.612, -3.390], [-1.481, 0.837, 2.216], [-0.006, 0.612, 2.058], [0.537, -0.597, 2.516], [0.837, 1.632, 1.618], [1.871, -0.880, 2.367], [2.191, 1.276, 1.450], [2.741, 0.055, 1.798], [-1.688, 1.861, 2.549], [-1.939, 0.184, 2.958], [-0.134, -1.096, 3.191], [0.637, 2.688, 1.722], [2.263, -1.812, 2.687], [2.800, 2.071, 1.038], [3.745, -0.216, 1.517], [-2.052, 0.762, 1.295]]
}



*ii*
{
  "formula": "C11H14N2",
  "method": "ωB97M-V/def2-TZVPD",
  "smiles": "CN1CCC/C1=N\\c1ccccc1",
  "e_homo_ev": -7.9,
  "elements": ["C", "C", "C", "C", "C", "C", "C", "C", "C", "C", "C", "H", "H", "H", "H", "H", "H", "H", "H", "H", "H", "H", "H", "H", "H", "N", "N"],
  "xyz": [[-2.483, -1.925, -0.079], [-3.073, 0.472, 0.058], [-2.172, 1.638, 0.195], [-0.767, 1.291, -0.296], [-0.801, -0.173, 0.045], [1.410, -0.739, 0.021], [2.156, -0.507, -1.152], [3.466, -0.022, -1.128], [3.980, 0.344, 0.052], [3.264, 0.005, 1.250], [2.014, -0.578, 1.283], [-2.259, -2.694, 0.737], [-2.098, -2.440, -0.912], [-3.542, -1.961, -0.183], [-3.485, 0.535, -1.009], [-3.855, 0.358, 0.745], [-2.620, 2.663, -0.192], [-2.051, 1.760, 1.217], [-0.862, 1.484, -1.388], [-0.055, 2.003, 0.150], [1.641, -0.664, -2.048], [3.972, 0.299, -2.021], [4.994, 0.835, 0.075], [3.775, 0.460, 2.232], [1.409, -0.734, 2.193], [-2.104, -0.603, 0.168], [0.145, -1.106, -0.013]]
}



Stability order, top to bottom: *i*, *ii*



*i*
{
  "formula": "C11H44O11",
  "method": "ωB97M-V/def2-TZVPD",
  "smiles": "CO.CO.CO.CO.CO.CO.CO.CO.CO.CO.CO",
  "e_homo_ev": -10.0,
  "elements": ["C", "O", "H", "H", "H", "H", "C", "O", "H", "H", "H", "H", "C", "O", "H", "H", "H", "H", "C", "O", "H", "H", "H", "H", "C", "O", "H", "H", "H", "H", "C", "O", "H", "H", "H", "H", "C", "O", "H", "H", "H", "H", "C", "O", "H", "H", "H", "H", "C", "O", "H", "H", "H", "H", "C", "O", "H", "H", "H", "H", "C", "O", "H", "H", "H", "H"],
  "xyz": [[-4.317, 0.460, 1.021], [-2.964, 0.831, 0.945], [-4.571, -0.329, 0.294], [-4.563, -0.011, 1.982], [-4.968, 1.308, 0.834], [-2.431, 0.024, 0.980], [2.700, 3.826, 1.477], [2.380, 3.789, 2.877], [2.063, 3.124, 0.941], [2.590, 4.851, 1.117], [3.740, 3.528, 1.383], [1.431, 3.911, 2.964], [1.996, -4.089, 0.935], [1.460, -5.264, 0.376], [1.303, -3.618, 1.628], [2.899, -4.272, 1.543], [2.310, -3.377, 0.164], [2.170, -5.722, -0.080], [-3.535, -2.683, 2.527], [-2.425, -2.207, 1.756], [-4.472, -2.338, 2.086], [-3.637, -3.774, 2.595], [-3.409, -2.373, 3.562], [-2.334, -2.831, 1.030], [-3.439, 1.111, -2.779], [-3.027, 1.975, -3.832], [-3.883, 1.729, -2.004], [-4.160, 0.356, -3.099], [-2.578, 0.590, -2.348], [-2.956, 1.462, -4.642], [0.553, 3.693, -1.520], [1.501, 2.879, -2.206], [0.224, 4.553, -2.108], [-0.303, 3.060, -1.263], [0.998, 4.081, -0.612], [1.126, 2.709, -3.083], [-0.486, -2.986, 4.450], [-0.716, -1.685, 3.971], [0.429, -3.415, 4.014], [-0.353, -2.954, 5.529], [-1.309, -3.674, 4.226], [-1.135, -1.743, 3.102], [0.048, 0.198, -0.545], [-0.376, -0.983, 0.134], [0.155, 1.010, 0.182], [0.967, 0.040, -1.103], [-0.776, 0.506, -1.187], [0.163, -1.088, 0.928], [2.862, 0.207, 2.121], [1.791, -0.712, 1.967], [2.641, 1.071, 1.499], [2.927, 0.592, 3.143], [3.811, -0.226, 1.802], [1.942, -1.488, 2.513], [3.361, -0.378, -2.817], [3.935, 0.713, -2.092], [3.171, -0.064, -3.848], [4.070, -1.200, -2.830], [2.430, -0.697, -2.345], [3.267, 1.407, -2.033], [0.118, 0.776, -4.373], [-0.048, 2.176, -4.541], [0.698, 0.605, -3.461], [-0.813, 0.212, -4.305], [0.711, 0.386, -5.201], [-0.956, 2.433, -4.342]]
}



*ii*
{
  "formula": "C11H44O11",
  "method": "ωB97M-V/def2-TZVPD",
  "smiles": "CO.CO.CO.CO.CO.CO.CO.CO.CO.CO.CO",
  "e_homo_ev": -9.6,
  "elements": ["C", "O", "H", "H", "H", "H", "C", "O", "H", "H", "H", "H", "C", "O", "H", "H", "H", "H", "C", "O", "H", "H", "H", "H", "C", "O", "H", "H", "H", "H", "C", "O", "H", "H", "H", "H", "C", "O", "H", "H", "H", "H", "C", "O", "H", "H", "H", "H", "C", "O", "H", "H", "H", "H", "C", "O", "H", "H", "H", "H", "C", "O", "H", "H", "H", "H"],
  "xyz": [[-0.642, -4.469, -1.231], [0.640, -4.837, -1.708], [-0.763, -4.725, -0.174], [-0.824, -3.393, -1.363], [-1.385, -4.984, -1.836], [1.292, -4.447, -1.119], [-2.728, -2.034, 1.375], [-2.373, -0.719, 0.921], [-1.907, -2.703, 1.130], [-2.913, -2.014, 2.452], [-3.641, -2.392, 0.894], [-3.169, -0.207, 0.746], [1.868, 4.120, 0.485], [1.214, 3.067, -0.207], [2.774, 3.751, 0.978], [2.126, 4.970, -0.156], [1.212, 4.497, 1.271], [1.904, 2.577, -0.683], [0.622, -0.084, 0.051], [-0.170, -0.977, -0.734], [0.074, 0.826, 0.299], [0.940, -0.556, 0.987], [1.503, 0.189, -0.521], [-1.017, -1.019, -0.268], [-1.683, 2.067, 2.650], [-1.541, 0.820, 3.301], [-0.957, 2.199, 1.836], [-2.686, 2.213, 2.234], [-1.497, 2.839, 3.392], [-1.784, 0.137, 2.667], [-4.031, -2.169, -2.286], [-4.114, -3.587, -2.432], [-3.387, -1.890, -1.451], [-3.600, -1.787, -3.210], [-5.023, -1.717, -2.181], [-4.216, -3.998, -1.570], [2.723, 1.466, 3.032], [3.967, 1.188, 3.663], [1.987, 0.785, 3.455], [2.385, 2.489, 3.222], [2.768, 1.294, 1.951], [4.595, 1.874, 3.422], [4.495, 2.346, -2.018], [3.373, 1.722, -1.408], [4.678, 3.265, -1.470], [5.379, 1.708, -1.949], [4.294, 2.574, -3.066], [3.220, 0.876, -1.839], [-1.234, 4.710, -1.821], [-1.481, 3.865, -0.709], [-0.816, 4.155, -2.670], [-2.189, 5.128, -2.129], [-0.540, 5.521, -1.575], [-0.626, 3.540, -0.399], [0.076, -1.565, -4.206], [-0.039, -0.358, -3.475], [-0.868, -2.127, -4.230], [0.340, -1.317, -5.233], [0.847, -2.231, -3.801], [-0.043, -0.586, -2.533], [0.641, -3.035, 3.677], [0.339, -4.202, 2.893], [-0.255, -2.639, 4.155], [1.374, -3.287, 4.443], [1.060, -2.272, 3.023], [-0.572, -4.455, 3.055]]
}



*iii*
{
  "formula": "C11H44O11",
  "method": "ωB97M-V/def2-TZVPD",
  "smiles": "CO.CO.CO.CO.CO.CO.CO.CO.CO.CO.CO",
  "e_homo_ev": -9.4,
  "elements": ["C", "O", "H", "H", "H", "H", "C", "O", "H", "H", "H", "H", "C", "O", "H", "H", "H", "H", "C", "O", "H", "H", "H", "H", "C", "O", "H", "H", "H", "H", "C", "O", "H", "H", "H", "H", "C", "O", "H", "H", "H", "H", "C", "O", "H", "H", "H", "H", "C", "O", "H", "H", "H", "H", "C", "O", "H", "H", "H", "H", "C", "O", "H", "H", "H", "H"],
  "xyz": [[0.936, -3.263, -1.293], [1.467, -4.140, -0.320], [-0.124, -3.078, -1.113], [1.412, -2.275, -1.303], [1.086, -3.693, -2.291], [2.335, -3.798, -0.046], [0.694, 3.732, -0.128], [-0.129, 4.798, 0.296], [0.177, 3.116, -0.869], [1.590, 4.137, -0.594], [0.954, 3.142, 0.759], [-0.890, 4.420, 0.771], [3.528, 0.365, -1.142], [2.937, -0.261, -2.290], [3.896, -0.442, -0.505], [4.322, 1.037, -1.467], [2.794, 0.926, -0.567], [3.616, -0.805, -2.698], [-3.178, -1.537, 2.543], [-1.878, -1.816, 3.036], [-3.431, -0.477, 2.651], [-3.264, -1.775, 1.478], [-3.873, -2.170, 3.091], [-1.210, -1.480, 2.416], [2.626, 1.061, 3.507], [2.709, 0.584, 2.157], [3.529, 1.606, 3.783], [1.776, 1.740, 3.602], [2.481, 0.207, 4.165], [3.318, 1.147, 1.674], [3.529, -2.455, 1.594], [3.993, -3.464, 0.679], [4.151, -1.559, 1.518], [2.518, -2.189, 1.293], [3.538, -2.815, 2.624], [4.872, -3.719, 0.975], [-5.082, -0.814, -0.841], [-4.145, 0.145, -0.416], [-4.595, -1.776, -1.049], [-5.782, -0.977, -0.025], [-5.640, -0.570, -1.751], [-3.493, 0.308, -1.123], [-2.881, 1.188, -3.660], [-2.298, 0.830, -2.406], [-3.748, 1.811, -3.455], [-2.125, 1.657, -4.292], [-3.214, 0.291, -4.200], [-1.343, 0.672, -2.551], [0.122, -0.756, -3.981], [0.334, 0.314, -3.062], [0.920, -0.762, -4.730], [0.157, -1.712, -3.446], [-0.851, -0.662, -4.457], [1.257, 0.230, -2.760], [-0.475, -0.126, 0.402], [0.257, -0.746, 1.445], [-1.366, -0.709, 0.170], [-0.815, 0.888, 0.642], [0.121, -0.049, -0.513], [1.112, -0.303, 1.537], [-1.262, 2.735, 2.962], [-1.911, 3.314, 1.852], [-1.305, 1.642, 2.998], [-0.229, 3.076, 3.021], [-1.715, 3.071, 3.906], [-2.812, 2.984, 1.792]]
}



Stability order, top to bottom: *iii*, *ii*, *i*



*i*
{
  "formula": "C2H3ClN",
  "method": "ωB97M-V/def2-TZVPD",
  "e_homo_ev": [-13.5, -13.7],
  "total_charge": 1,
  "elements": ["C", "C", "N", "Cl", "H", "H", "H"],
  "xyz": [[-1.123, 0.475, -1.194], [-2.795, -0.860, -0.936], [-0.241, 0.121, -0.053], [-4.119, -0.224, -1.315], [-0.598, 0.074, 0.909], [0.510, 0.845, -0.079], [0.219, -0.899, -0.171]]
}



*ii*
{
  "formula": "C2H3ClN",
  "method": "ωB97M-V/def2-TZVPD",
  "smiles": "C=C=[NH+]Cl",
  "e_homo_ev": -16.6,
  "total_charge": 1,
  "elements": ["C", "C", "N", "Cl", "H", "H", "H"],
  "xyz": [[-1.374, 0.569, -0.146], [-0.085, -0.124, -0.046], [1.280, -0.593, -0.050], [2.732, 0.321, 0.005], [-2.089, 0.618, -1.024], [1.253, -1.473, 0.366], [-1.717, 0.682, 0.894]]
}



Stability order, top to bottom: *ii*, *i*



*i*
{
  "formula": "C11H14N2O",
  "method": "ωB97M-V/def2-TZVPD",
  "smiles": "Cc1c[nH]c2ccccc12.CC(N)=O",
  "e_homo_ev": -8.1,
  "elements": ["C", "C", "C", "C", "C", "C", "C", "C", "C", "N", "H", "H", "H", "H", "H", "H", "H", "H", "H", "C", "C", "O", "N", "H", "H", "H", "H", "H"],
  "xyz": [[-1.711, 1.047, -1.986], [0.994, -1.209, -0.804], [0.368, 0.054, -0.867], [-0.976, -0.096, -1.435], [-1.149, -1.450, -1.575], [2.281, -1.549, -0.257], [3.004, -0.483, 0.101], [1.348, 1.144, -0.582], [2.579, 0.812, -0.112], [0.124, -2.135, -1.266], [0.128, -3.192, -1.222], [2.482, -2.558, -0.183], [-1.819, -2.161, -2.104], [3.818, -0.555, 0.804], [1.038, 2.192, -0.853], [-2.375, 1.671, -1.406], [-2.444, 0.614, -2.730], [3.216, 1.663, 0.147], [-0.998, 1.726, -2.473], [-2.151, 0.775, 2.055], [-0.962, -0.099, 1.997], [-0.891, -1.262, 1.832], [0.172, 0.563, 2.413], [1.019, 0.002, 2.212], [0.207, 1.469, 2.399], [-2.712, 0.525, 1.152], [-1.775, 1.907, 1.834], [-2.815, 0.584, 2.909]]
}



*ii*
{
  "formula": "C11H14N2O",
  "method": "ωB97M-V/def2-TZVPD",
  "smiles": "Cc1ccc(O)cc1.Cc1c[nH]cn1",
  "e_homo_ev": -8.2,
  "elements": ["C", "C", "C", "C", "N", "N", "H", "H", "H", "H", "H", "H", "C", "C", "C", "C", "C", "C", "C", "O", "H", "H", "H", "H", "H", "H", "H", "H"],
  "xyz": [[-0.970, 2.327, 1.582], [-3.053, 3.245, -1.138], [-1.635, 2.956, 0.429], [-1.175, 4.008, -0.308], [-2.792, 2.484, -0.113], [-2.073, 4.169, -1.310], [-3.791, 3.123, -1.910], [-2.046, 4.768, -2.116], [-0.229, 4.489, -0.126], [0.094, 2.573, 1.679], [-0.856, 1.246, 1.596], [-1.371, 2.527, 2.572], [3.668, -2.307, 0.367], [1.405, -1.314, 0.653], [2.181, -2.339, 0.118], [0.060, -1.264, 0.324], [-0.514, -2.318, -0.359], [1.601, -3.350, -0.615], [0.219, -3.415, -0.791], [-1.873, -2.276, -0.478], [1.866, -0.668, 1.386], [-0.566, -0.391, 0.435], [4.053, -1.306, 0.156], [4.275, -2.935, -0.275], [2.178, -4.194, -0.967], [-2.278, -2.969, -1.012], [-0.366, -4.259, -1.153], [3.990, -2.611, 1.372]]
}



Stability order, top to bottom: *ii*, *i*